1.
39
Properties=species:S:1:pos:R:3:forces:R:3 method="wB97M-V/def2-TZVPD" total_charge=0 orbital_gap_ev=9.734 relative_energy_kcal_mol=10.2 spin_multiplicity=1 energy_ha=-1357.345660
C -0.61391 -4.81583 2.56536 -0.295 0.101 0.012
C -1.55597 -3.72635 3.07108 0.220 0.181 0.096
C -1.31716 -3.47914 4.55977 -0.189 -0.081 -0.237
C -1.37379 -2.41698 2.29581 -0.261 -0.314 -0.146
C -1.78865 -2.52446 0.82800 0.178 -0.119 0.167
N -1.72454 -1.24062 0.16977 -0.166 0.113 0.116
C -0.86139 -0.97263 -0.82648 -0.110 -0.158 0.058
O -0.09551 -1.76470 -1.33231 0.201 0.021 -0.177
C -0.96634 0.44465 -1.26429 -0.420 0.690 0.271
N -1.73512 1.35259 -0.74185 0.126 -1.511 0.485
N -1.52765 2.48793 -1.42708 0.282 1.141 -0.853
C -0.64378 2.22349 -2.33767 -0.608 0.216 0.230
C -0.04161 3.16485 -3.31173 0.252 -0.239 0.146
C 1.32531 3.55560 -2.79842 0.093 0.109 -0.142
C 2.42430 2.74306 -3.04509 -0.037 0.123 0.025
C 3.67152 3.07382 -2.54740 0.061 0.049 0.065
C 3.81695 4.22663 -1.79217 -0.234 -0.055 -0.082
Cl 5.37261 4.64982 -1.17035 0.187 0.052 0.073
C 2.72858 5.04295 -1.52803 0.104 -0.021 0.029
C 1.48594 4.70014 -2.02955 0.047 -0.105 -0.093
O -0.24548 0.93843 -2.28584 0.189 -0.230 -0.134
H -0.72110 -5.71397 3.16921 0.030 -0.126 0.025
H -0.82918 -5.07587 1.53282 0.056 -0.090 -0.137
H 0.41919 -4.48189 2.62961 0.166 0.031 -0.002
H -2.58923 -4.06650 2.93722 -0.006 0.014 -0.004
H -2.00495 -2.72885 4.94317 -0.044 0.093 0.093
H -1.46143 -4.39597 5.12614 0.012 -0.081 0.117
H -0.30046 -3.13025 4.72640 0.146 0.050 0.051
H -1.97915 -1.63938 2.76919 0.027 0.075 0.043
H -0.32888 -2.10543 2.34944 0.064 0.079 0.029
H -2.81006 -2.91382 0.75756 0.091 -0.050 -0.028
H -1.11566 -3.18390 0.27772 -0.157 -0.008 0.045
H -2.28507 -0.47922 0.52450 0.057 0.031 -0.091
H 0.04497 2.66992 -4.28016 -0.068 0.098 -0.028
H -0.69036 4.03579 -3.39108 -0.024 -0.106 -0.029
H 2.30675 1.84126 -3.62743 -0.007 -0.099 -0.076
H 4.52415 2.44269 -2.74165 0.096 -0.035 -0.003
H 2.85322 5.93476 -0.93457 0.043 0.076 0.055
H 0.63291 5.32741 -1.81961 -0.098 0.087 0.030



2.
74
Properties=species:S:1:pos:R:3:forces:R:3 method="wB97M-V/def2-TZVPD" total_charge=0 orbital_gap_ev=8.529 relative_energy_kcal_mol=19.5 spin_multiplicity=1 energy_ha=-5263.858529
Al -1.04575 -0.43108 -0.66317 0.003 0.392 0.311
F 5.00143 0.44646 1.98958 -0.107 -0.054 -0.027
C 3.76059 0.00905 1.79582 -0.010 0.076 0.015
C 2.67966 0.83542 2.05809 0.055 -0.101 -0.032
F 2.87352 2.07370 2.51345 -0.027 -0.097 -0.035
C 1.39842 0.35452 1.85547 -0.045 0.120 0.095
F 0.38892 1.18455 2.16336 -0.027 -0.123 -0.143
C 1.13560 -0.92484 1.37977 -0.177 0.121 0.059
S -0.52287 -1.55148 1.17193 0.200 0.053 0.108
C 2.24061 -1.72772 1.13133 0.092 -0.113 -0.078
F 2.07852 -2.97281 0.68004 0.021 0.089 0.014
C 3.53607 -1.27812 1.33548 -0.031 0.039 -0.020
F 4.57378 -2.07648 1.07732 -0.035 0.010 0.008
O -3.94503 -2.14704 -2.59958 0.109 -0.258 -0.215
N -3.52053 -1.37895 -1.78724 -0.158 0.257 0.096
O -4.18037 -0.64933 -1.08180 -0.181 0.272 0.400
O -2.19872 -1.30802 -1.66304 0.443 -0.465 -0.478
Cl -0.29458 7.25215 -2.53623 -0.022 -0.027 0.047
C -1.04531 6.54971 -1.13943 0.063 0.033 -0.076
C -0.29280 5.78594 -0.26311 -0.074 0.043 -0.025
C -0.90942 5.23416 0.84554 -0.049 0.004 0.019
C -2.27085 5.39852 1.09172 0.019 0.017 -0.072
C -2.96309 4.72195 2.26147 -0.070 0.206 0.056
C -3.79283 3.49370 1.82110 -0.052 -0.061 -0.042
N -3.18759 2.69894 0.75502 -0.107 -0.065 -0.045
C -3.18380 3.01818 -0.58816 0.040 0.084 0.072
C -2.40915 2.09812 -1.20079 0.079 0.015 0.013
N -1.94611 1.21048 -0.24967 -0.207 -0.078 -0.199
C -2.45860 1.59192 0.90217 0.263 0.004 0.202
O -2.07585 4.49209 3.33551 -0.074 -0.036 0.079
C -1.37920 3.25770 3.36392 0.038 -0.123 -0.001
C -0.27753 3.35912 4.36310 0.041 0.033 0.081
C 0.04665 2.39516 5.26758 -0.104 -0.107 -0.103
Cl -0.73081 0.87327 5.47188 0.012 0.034 -0.019
S 1.39677 2.80458 6.23248 0.075 0.014 0.044
C 1.54773 4.31079 5.43434 -0.063 -0.018 -0.076
C 0.60633 4.47434 4.46967 0.009 -0.108 0.094
C -2.97996 6.18558 0.19145 -0.134 0.014 0.016
Cl -4.69517 6.44242 0.41333 0.051 0.004 -0.018
C -2.39222 6.76986 -0.91757 0.027 -0.039 0.041
H 0.75669 5.61909 -0.45024 0.057 -0.015 -0.002
H -0.30518 4.66070 1.52994 0.036 -0.015 0.022
H -3.69482 5.42697 2.67055 0.086 -0.073 -0.053
H -4.76105 3.83543 1.45697 0.070 0.017 -0.001
H -3.97835 2.83758 2.67200 0.012 0.071 -0.021
H -3.71991 3.86490 -0.96664 -0.062 0.093 -0.078
H -2.14007 2.01667 -2.23726 -0.016 -0.040 -0.077
H -2.28182 1.10412 1.84284 -0.008 -0.123 0.060
H -0.95947 3.03311 2.38097 0.008 -0.053 0.023
H -2.04476 2.43001 3.64019 0.044 0.090 0.028
H 2.32564 4.99488 5.72034 0.076 0.068 0.032
H 0.51975 5.35785 3.85936 -0.014 0.096 -0.048
H -2.97575 7.37677 -1.59261 -0.018 0.023 -0.025
C 4.58328 3.92868 -3.56429 -0.007 0.031 -0.045
C 4.85495 2.67441 -2.79068 -0.002 -0.065 0.063
C 6.04638 2.48902 -2.11270 -0.003 -0.001 -0.030
C 6.27962 1.32706 -1.39225 0.080 -0.005 0.026
Cl 7.79895 1.13110 -0.56236 -0.063 -0.013 -0.018
C 5.32912 0.33251 -1.33300 -0.033 0.019 -0.016
C 4.11662 0.50515 -1.99506 0.041 0.076 -0.020
C 3.88828 1.66375 -2.72391 -0.124 0.034 -0.001
O 2.74400 1.92094 -3.43324 -0.021 -0.031 -0.001
C 1.67187 1.02411 -3.30374 0.163 -0.090 0.115
C 0.99146 1.12068 -1.93955 -0.151 0.019 0.006
O 1.00642 2.11763 -1.26782 0.138 0.240 0.177
O 0.33778 0.02228 -1.61543 -0.106 -0.421 -0.380
H 5.48967 4.52315 -3.65417 0.026 0.037 0.005
H 3.82044 4.53203 -3.07094 -0.046 0.005 0.022
H 4.21009 3.70521 -4.56270 0.007 -0.020 -0.026
H 6.80786 3.25605 -2.14774 0.024 0.026 -0.001
H 5.52898 -0.57577 -0.78559 0.003 -0.058 0.059
H 3.37859 -0.28118 -1.92907 -0.068 -0.022 -0.023
H 1.96193 -0.01033 -3.51084 -0.021 0.071 0.035
H 0.93666 1.32222 -4.05408 0.006 -0.031 0.028